No. 1
{
  "formula": "C16H21F9NO7S",
  "method": "wB97M-V/def2-TZVPD",
  "symbols": ["C", "C", "O", "O", "C", "C", "C", "C", "N", "C", "C", "C", "C", "C", "S", "O", "O", "O", "C", "O", "O", "C", "F", "F", "C", "F", "F", "C", "F", "F", "C", "F", "F", "F", "H", "H", "H", "H", "H", "H", "H", "H", "H", "H", "H", "H", "H", "H", "H", "H", "H", "H", "H", "H", "H"],
  "coordinates": [[-2.329, 0.932, 4.206], [-3.590, 1.331, 3.392], [-4.569, 0.680, 3.568], [-3.573, 2.423, 2.534], [-3.480, 1.881, 1.165], [-2.090, 2.317, 0.634], [-1.824, 1.876, -0.862], [-2.115, 0.363, -1.123], [-0.955, -0.442, -1.533], [0.200, -0.371, -0.610], [1.303, 0.660, -1.043], [2.733, 0.190, -0.653], [3.698, 1.410, -0.711], [3.665, 2.196, 0.642], [4.629, 1.393, 1.955], [4.933, 0.015, 1.642], [5.820, 2.174, 2.211], [3.737, 1.504, 3.319], [-0.131, -0.240, 0.924], [0.621, 0.539, 1.572], [-1.018, -0.890, 1.524], [-1.271, -1.774, -1.873], [-2.515, -1.899, -2.461], [-1.360, -2.610, -0.764], [-0.275, -2.403, -2.958], [-0.958, -2.649, -4.125], [0.734, -1.564, -3.297], [0.360, -3.770, -2.539], [1.083, -3.704, -1.393], [1.291, -4.069, -3.513], [-0.627, -5.010, -2.488], [-1.922, -4.706, -2.509], [-0.283, -5.765, -1.428], [-0.408, -5.784, -3.587], [-1.467, 1.607, 4.037], [-2.586, 0.978, 5.292], [-2.049, -0.125, 4.006], [-3.595, 0.784, 1.268], [-4.315, 2.297, 0.554], [-1.249, 2.073, 1.313], [-2.129, 3.438, 0.586], [-2.539, 2.499, -1.457], [-0.818, 2.223, -1.166], [-2.926, 0.359, -1.891], [-2.582, -0.150, -0.245], [0.738, -1.351, -0.706], [1.114, 1.642, -0.558], [1.235, 0.815, -2.148], [2.745, -0.249, 0.365], [3.035, -0.590, -1.390], [3.381, 2.127, -1.499], [4.737, 1.100, -0.978], [4.046, 3.228, 0.480], [2.607, 2.304, 0.972], [3.106, 0.755, 3.350]],
  "lowdin_charge": [0.013, -0.520, 0.107, -0.055, -0.153, -0.156, -0.136, -0.146, -0.009, -0.179, -0.166, -0.200, -0.216, -0.218, 0.624, -0.296, -0.316, -0.172, -0.650, -0.073, -0.030, -0.405, 0.092, 0.103, -0.297, 0.118, 0.138, -0.295, 0.141, 0.109, -0.494, 0.184, 0.164, 0.134, 0.079, 0.081, 0.088, 0.115, 0.132, 0.100, 0.116, 0.106, 0.098, 0.124, 0.114, 0.141, 0.094, 0.118, 0.103, 0.118, 0.113, 0.115, 0.106, 0.099, 0.098],
  "homo_ev": -5.394,
  "total_charge": -1,
  "lumo_ev": 2.83
}

***

No. 2
{
  "formula": "C16H21FeN2O3",
  "method": "wB97M-V/def2-TZVPD",
  "symbols": ["C", "N", "C", "C", "C", "N", "C", "C", "C", "H", "H", "H", "H", "H", "H", "H", "H", "H", "H", "H", "H", "H", "H", "O", "C", "Fe", "C", "O", "C", "O", "C", "C", "C", "C", "C", "C", "H", "H", "H", "H", "H", "H", "H"],
  "coordinates": [[2.682, -2.019, 0.654], [1.418, -2.684, 0.823], [1.489, -4.125, 0.823], [0.286, -4.721, 1.500], [-0.942, -4.135, 0.846], [-0.885, -2.684, 0.861], [-2.169, -2.030, 0.695], [0.269, -2.010, 0.858], [0.289, -0.514, 0.795], [2.854, -1.200, 1.363], [3.470, -2.760, 0.798], [2.792, -1.611, -0.361], [1.497, -4.480, -0.218], [2.396, -4.441, 1.341], [0.283, -5.815, 1.398], [0.283, -4.504, 2.573], [-0.962, -4.502, -0.200], [-1.858, -4.474, 1.355], [-2.329, -1.240, 1.449], [-2.263, -1.572, -0.307], [-2.955, -2.798, 0.795], [-0.715, -0.069, 0.820], [0.882, -0.168, 1.661], [-1.596, 4.406, 1.767], [-1.191, 4.745, 0.734], [-0.753, 5.076, -0.928], [-2.410, 4.764, -1.411], [-3.549, 4.711, -1.680], [-0.936, 6.832, -0.932], [-1.359, 7.907, -0.949], [0.560, 0.722, -0.595], [0.790, 2.107, 0.004], [0.663, 3.392, -0.905], [0.229, 3.173, -2.220], [-0.173, 1.920, -2.656], [0.003, 0.766, -1.897], [1.274, -0.170, -0.318], [0.065, 2.217, 0.822], [1.785, 2.179, 0.471], [1.462, 4.145, -0.684], [0.237, 3.987, -2.944], [-0.645, 1.849, -3.620], [-0.269, -0.173, -2.382]],
  "mulliken_spin": [0.003, 0.077, -0.002, 0.007, 0.004, 0.084, 0.014, 0.147, 0.389, 0.002, 0.000, -0.001, 0.000, 0.002, -0.003, -0.001, -0.001, 0.002, -0.008, 0.002, 0.001, 0.010, 0.017, -0.026, -0.036, 2.090, -0.013, 0.016, -0.007, 0.048, 0.283, -0.014, 0.276, -0.078, 0.429, 0.072, 0.119, 0.045, 0.018, 0.016, -0.005, 0.012, 0.013],
  "homo_ev": [-9.070, -11.148],
  "total_charge": 1,
  "lumo_ev": [-3.17, -5.34],
  "spin_multiplicity": 5
}

***

No. 3
{
  "formula": "C16H21LiN5O7SSi",
  "method": "wB97M-V/def2-TZVPD",
  "symbols": ["Li", "C", "C", "C", "C", "N", "C", "S", "N", "C", "H", "H", "H", "H", "H", "H", "H", "H", "C", "Si", "C", "C", "C", "H", "H", "H", "H", "H", "H", "H", "H", "H", "H", "H", "O", "N", "O", "C", "C", "C", "C", "O", "C", "C", "N", "O", "O", "N", "O", "O", "H", "H"],
  "coordinates": [[0.562, -0.207, -0.285], [-1.760, 3.795, -2.282], [-0.430, 3.213, -2.612], [-0.050, 2.761, -3.840], [1.214, 2.130, -3.935], [2.020, 1.954, -2.918], [1.631, 2.368, -1.684], [2.476, 2.075, -0.286], [0.440, 3.055, -1.596], [1.666, 1.572, -5.250], [-2.271, 4.114, -3.187], [-1.668, 4.644, -1.604], [-2.360, 3.021, -1.801], [-0.708, 2.850, -4.689], [0.168, 3.302, -0.652], [1.334, 2.187, -6.085], [1.237, 0.576, -5.381], [2.748, 1.477, -5.254], [-2.018, -2.595, 0.382], [-1.811, -1.160, 1.615], [-3.070, 0.165, 1.090], [-2.564, -1.854, 3.226], [-0.140, -0.514, 1.627], [-2.914, -3.183, 0.581], [-1.152, -3.258, 0.421], [-2.097, -2.222, -0.641], [-4.075, -0.246, 0.981], [-2.781, 0.622, 0.141], [-3.119, 0.961, 1.836], [-3.595, -2.190, 3.111], [-2.538, -1.088, 4.004], [-1.969, -2.697, 3.585], [0.640, -1.229, 1.904], [0.000, 0.403, 2.204], [-2.877, -3.062, -6.127], [-1.965, -3.723, -5.660], [-1.631, -4.818, -6.081], [-1.220, -3.170, -4.546], [-0.157, -3.892, -4.006], [0.534, -3.373, -2.951], [0.285, -2.070, -2.346], [0.981, -1.599, -1.442], [-0.840, -1.403, -2.991], [-1.566, -1.933, -4.040], [-1.269, -0.091, -2.549], [-0.733, 0.435, -1.574], [-2.157, 0.476, -3.167], [1.601, -4.227, -2.404], [1.876, -4.121, -1.231], [2.125, -5.019, -3.173], [0.114, -4.858, -4.404], [-2.395, -1.385, -4.456]],
  "lowdin_charge": [0.497, -0.001, -0.295, 0.000, -0.318, 0.113, -0.888, 0.614, 0.086, -0.021, 0.087, 0.089, 0.090, 0.119, 0.139, 0.077, 0.086, 0.082, -0.184, 0.323, -0.200, -0.222, -0.368, 0.017, 0.025, 0.002, 0.017, -0.007, 0.016, 0.007, 0.009, 0.011, -0.054, -0.065, 0.055, -0.368, 0.058, -0.147, 0.079, -0.042, -0.306, -0.034, -0.063, 0.081, -0.298, -0.021, 0.058, -0.349, 0.109, 0.048, 0.132, 0.129],
  "homo_ev": -3.719,
  "total_charge": -1,
  "lumo_ev": 1.38
}

***

No. 4
{
  "formula": "C16H21N3O3",
  "method": "wB97M-V/def2-TZVPD",
  "symbols": ["C", "O", "C", "C", "N", "C", "O", "C", "C", "N", "N", "C", "C", "C", "C", "C", "C", "C", "C", "C", "C", "O", "H", "H", "H", "H", "H", "H", "H", "H", "H", "H", "H", "H", "H", "H", "H", "H", "H", "H", "H", "H", "H"],
  "coordinates": [[3.553, -4.252, -0.504], [2.302, -3.874, 0.020], [1.591, -2.959, -0.777], [2.186, -1.536, -0.764], [1.260, -0.570, -1.301], [1.080, -0.420, -2.626], [1.702, -1.040, -3.464], [0.015, 0.611, -2.999], [0.094, 1.929, -2.215], [-0.850, 2.009, -1.111], [-0.625, 1.154, -0.082], [-1.190, 1.320, 1.054], [-0.874, 0.369, 2.117], [-0.898, 0.757, 3.456], [-0.562, -0.146, 4.449], [-0.205, -1.444, 4.124], [-0.188, -1.843, 2.797], [-0.524, -0.945, 1.803], [-2.133, 2.467, 1.293], [-2.878, 2.741, -0.010], [-1.917, 2.863, -1.176], [-2.086, 3.611, -2.113], [4.280, -3.435, -0.457], [3.904, -5.079, 0.112], [3.460, -4.586, -1.544], [0.583, -2.937, -0.353], [1.530, -3.310, -1.817], [2.432, -1.258, 0.263], [3.090, -1.516, -1.379], [0.647, -0.063, -0.664], [-0.966, 0.155, -2.851], [0.128, 0.808, -4.065], [-0.161, 2.765, -2.869], [1.104, 2.078, -1.823], [-1.153, 1.771, 3.722], [-0.577, 0.168, 5.482], [0.058, -2.143, 4.903], [0.090, -2.853, 2.535], [-0.539, -1.256, 0.770], [-2.835, 2.241, 2.095], [-1.551, 3.349, 1.582], [-3.473, 3.653, 0.046], [-3.556, 1.910, -0.234]],
  "lowdin_charge": [-0.111, -0.195, -0.216, -0.152, 0.056, -0.513, 0.056, -0.060, -0.112, -0.062, 0.135, -0.212, -0.167, -0.033, -0.077, -0.078, -0.064, -0.029, -0.108, -0.072, -0.430, 0.079, 0.085, 0.087, 0.093, 0.111, 0.124, 0.128, 0.120, 0.075, 0.128, 0.119, 0.119, 0.133, 0.110, 0.105, 0.104, 0.108, 0.094, 0.121, 0.138, 0.126, 0.136],
  "homo_ev": -8.822,
  "lumo_ev": 0.07
}

***

No. 5
{
  "formula": "C16H21N3O3Re",
  "method": "wB97M-V/def2-TZVPD",
  "symbols": ["N", "C", "C", "H", "H", "H", "N", "C", "C", "H", "H", "H", "N", "C", "C", "H", "H", "H", "Re", "C", "O", "C", "O", "C", "C", "C", "C", "C", "C", "H", "H", "H", "H", "H", "H", "C", "C", "O", "H", "H", "H", "H", "H", "H"],
  "coordinates": [[-2.070, -1.707, -0.432], [-3.055, -2.071, -0.938], [-4.334, -2.637, -1.309], [-4.438, -3.605, -0.806], [-4.435, -2.777, -2.389], [-5.117, -1.967, -0.953], [0.587, 2.390, -1.854], [0.866, 3.266, -2.583], [1.003, 4.585, -3.153], [0.750, 4.625, -4.214], [2.004, 4.987, -3.003], [0.316, 5.232, -2.625], [1.360, -1.402, 1.704], [2.355, -1.338, 2.302], [3.427, -1.455, 3.277], [3.564, -0.515, 3.808], [4.383, -1.756, 2.830], [3.124, -2.226, 3.996], [0.381, 0.524, -1.082], [0.891, 1.433, 0.615], [0.993, 1.980, 1.638], [-1.468, 1.210, -0.718], [-2.464, 1.668, -0.344], [-0.146, -0.898, -2.602], [0.259, -1.844, -1.648], [1.425, -1.682, -0.966], [2.216, -0.534, -1.173], [2.021, 0.246, -2.362], [0.790, 0.060, -3.093], [-1.128, -0.987, -3.065], [-0.344, -2.716, -1.399], [1.689, -2.441, -0.237], [3.068, -0.340, -0.528], [2.738, 0.983, -2.676], [0.572, 0.664, -3.957], [-0.893, 0.200, 4.144], [-1.789, 0.364, 2.929], [-1.411, -0.399, 1.802], [-0.705, -0.842, 4.424], [-1.340, 0.740, 4.976], [0.059, 0.678, 3.947], [-2.834, 0.186, 3.161], [-1.689, 1.422, 2.575], [-1.181, -1.306, 1.983]],
  "mulliken_spin": [0.036, 0.028, 0.001, 0.000, 0.002, 0.000, -0.082, 0.171, -0.003, 0.007, 0.011, 0.006, 0.029, 0.020, 0.001, 0.000, 0.001, 0.001, 1.479, -0.029, 0.057, -0.035, 0.046, -0.023, 0.102, 0.096, -0.026, 0.061, 0.053, -0.003, 0.013, 0.013, -0.003, -0.005, -0.004, 0.103, 0.041, 0.663, 0.002, -0.001, 0.025, 0.144, 0.019, -0.020],
  "homo_ev": [-23.482, -23.498],
  "total_charge": 4,
  "lumo_ev": [-14.24, -17.48],
  "spin_multiplicity": 4
}

***

No. 6
{
  "formula": "C16H21N3O5",
  "method": "wB97M-V/def2-TZVPD",
  "symbols": ["C", "N", "C", "O", "C", "C", "C", "C", "N", "C", "C", "C", "C", "C", "C", "N", "C", "C", "O", "H", "H", "H", "H", "H", "H", "H", "H", "H", "H", "H", "H", "H", "H", "H", "H", "H", "C", "C", "O", "O", "O", "H", "H", "H", "H"],
  "coordinates": [[1.817, 2.749, 0.603], [0.791, 2.349, -0.358], [-0.253, 1.542, -0.143], [-1.048, 1.329, -1.059], [-0.451, 0.853, 1.224], [0.079, -0.589, 1.235], [1.508, -0.783, 0.836], [2.552, -0.908, 1.686], [3.720, -1.069, 0.965], [3.482, -1.072, -0.392], [4.318, -1.213, -1.509], [3.752, -1.167, -2.794], [2.367, -0.977, -2.945], [1.536, -0.840, -1.816], [2.072, -0.883, -0.510], [-1.868, 0.839, 1.598], [-2.533, 1.927, 1.979], [-4.025, 1.782, 2.155], [-1.986, 3.005, 2.177], [1.357, 3.267, 1.448], [2.526, 3.425, 0.123], [2.360, 1.873, 0.963], [0.847, 2.731, -1.289], [0.090, 1.420, 1.979], [-0.520, -1.186, 0.551], [-0.061, -1.002, 2.235], [2.474, -0.888, 2.767], [4.628, -1.186, 1.391], [5.380, -1.355, -1.381], [4.381, -1.274, -3.668], [1.936, -0.934, -3.936], [0.474, -0.693, -1.947], [-2.398, -0.004, 1.410], [-4.225, 1.081, 2.963], [-4.449, 2.756, 2.394], [-4.460, 1.410, 1.228], [-2.680, -3.149, -1.262], [-3.097, -1.762, -0.805], [-3.101, -1.543, 0.404], [-3.420, -0.863, -1.773], [-3.520, 0.530, -1.332], [-3.478, -3.595, -1.859], [-1.776, -3.080, -1.871], [-2.480, -3.792, -0.401], [-2.617, 0.937, -1.266]],
  "lowdin_charge": [-0.044, 0.067, -0.408, 0.030, -0.184, -0.074, -0.185, -0.059, 0.069, -0.202, -0.023, -0.093, -0.089, -0.019, -0.116, 0.113, -0.548, 0.012, 0.040, 0.091, 0.090, 0.072, 0.150, 0.138, 0.111, 0.132, 0.132, 0.152, 0.099, 0.095, 0.095, 0.096, 0.100, 0.084, 0.084, 0.076, 0.022, -0.480, 0.050, 0.007, 0.002, 0.088, 0.087, 0.092, 0.045],
  "homo_ev": -8.240,
  "lumo_ev": 0.59
}

***

Number 1: M 542.39 g/mol, F_max 2.39 eV Å⁻¹. Number 2: M 345.20 g/mol, F_max 5.62 eV Å⁻¹. Number 3: M 462.47 g/mol, F_max 0.43 eV Å⁻¹. Number 4: M 303.36 g/mol, F_max 0.85 eV Å⁻¹. Number 5: M 489.57 g/mol, F_max 7.18 eV Å⁻¹. Number 6: M 335.36 g/mol, F_max 2.54 eV Å⁻¹.